1.
ORCA calculation (ωB97M-V/def2-TZVPD) on 3 unconnected molecules or ions with the total composition C16H25BF9O6S2 in a non-equilibrium geometry.

Structure (ORCA input):
```
! RIJCOSX wB97M-V def2-TZVPD def2/J DEFGRID3
* xyz -1 1
C -2.0458 -1.9008 1.0597
C -0.7870 -1.0631 0.5303
C 0.5320 -1.9640 0.6208
O 0.8410 -2.4099 1.9824
B 2.2286 -2.8558 1.8451
S 3.4276 -2.6375 3.3162
O 2.9121 -2.1193 0.7329
C 1.9063 -1.1676 0.3384
C 2.1106 -0.5959 -1.1556
C 1.3049 0.8051 -1.2425
C 2.2203 1.9173 -1.9556
F 3.4534 2.0083 -1.3109
F 2.5399 1.2982 -3.2105
C 1.5081 3.2558 -2.3497
F 2.3249 3.9009 -3.3057
F 0.3475 2.9102 -3.0763
S 1.0350 4.4985 -1.0514
F -0.4127 4.7908 -1.8592
F 0.2179 3.4341 -0.1073
F 2.4380 4.3820 -0.2151
F 1.7254 5.7215 -1.9751
F 0.5858 5.6874 0.0088
H -1.7114 -2.5161 1.9492
H -2.4327 -2.6214 0.2578
H -2.9264 -1.2309 1.3320
H -0.9974 -0.7851 -0.5543
H -0.6863 -0.0967 1.1318
H 0.4522 -2.9528 0.0687
H 2.4374 -4.0029 1.5354
H 2.8887 -1.7798 4.2697
H 1.8861 -0.3592 1.1560
H 3.2258 -0.4677 -1.2765
H 1.7108 -1.3743 -1.8686
H 0.3982 0.6279 -1.8904
H 1.0665 1.0754 -0.1676
O -2.9978 -2.1574 4.2070
C -2.0325 -1.7973 4.8257
O -1.0020 -1.1090 4.2764
C 0.0324 -0.9344 5.2510
C -0.6568 -1.0798 6.5905
C -1.7593 -2.0729 6.2813
H 0.7961 -1.7002 5.0889
H 0.4884 0.0489 5.1296
H 0.0146 -1.4019 7.3879
H -1.0975 -0.1226 6.8873
H -1.4198 -3.1053 6.3902
H -2.6463 -1.8939 6.8878
O -0.1438 -0.9366 -3.9980
C -1.0414 -0.3810 -4.5686
O -2.2681 -0.9340 -4.7733
C -3.0607 -0.0521 -5.5765
C -2.4415 1.3159 -5.3957
C -0.9753 0.9861 -5.1969
H -3.0186 -0.3939 -6.6151
H -4.0972 -0.0806 -5.2375
H -2.6310 1.9886 -6.2336
H -2.8379 1.7856 -4.4905
H -0.4409 0.9163 -6.1471
H -0.4886 1.6986 -4.5338
*
```

Properties
Kohn-Sham gap   0.1898 Eh
Total energy   -2796.1383 hartree
HOMO   -4.2622 eV
Strongest force on any atom   4.62 eV Å⁻¹

2.
ORCA calculation (ωB97M-V/def2-TZVPD) on a molecular structure, C16H25ClInNO4P2S2 in a non-equilibrium geometry.

Structure (ORCA input):
```
! RIJCOSX wB97M-V def2-TZVPD def2/J DEFGRID3
* xyz 2 1
C 0.2428 -0.0874 -5.9275
C 0.3206 0.1140 -4.4371
H 1.2750 -0.0774 -6.3084
H -0.3297 0.7286 -6.4081
H -0.2314 -1.0565 -6.1544
O 1.3013 0.4262 -3.7915
Cl -1.2368 -0.1396 -3.5809
In -0.1805 0.1331 0.3299
P -0.4053 2.6394 -0.4408
C 0.9521 3.4553 0.4670
C -0.2075 3.1814 -2.1649
H -0.3311 4.2744 -2.2082
H -1.7135 4.6399 -0.2004
H -0.9647 2.6926 -2.7950
H -2.7701 3.1858 -0.1533
H 1.9227 3.1951 0.0316
H 0.7827 2.8866 -2.5353
C -1.8160 3.6141 0.1829
H 0.7950 4.5420 0.4092
H -1.8005 3.6204 1.2809
H 0.9285 3.1437 1.5192
P -0.1417 -2.5242 -0.0881
C 1.2950 -3.1941 0.8226
C -1.4561 -3.5647 0.6560
H -0.6575 -2.9275 -2.4379
H -0.0794 -4.4055 -1.5988
H 1.0760 -3.1285 -2.1002
C 0.0682 -3.3208 -1.7137
H -2.4284 -3.3729 0.1825
H -1.1899 -4.6249 0.5238
H 1.2041 -4.2900 0.8484
H 1.2925 -2.8093 1.8494
H -1.5477 -3.3311 1.7244
H 2.2341 -2.9110 0.3347
C 2.2157 0.1271 1.3108
O 3.2645 0.1848 1.7555
O 0.3930 2.8596 4.3961
S 0.5758 1.4536 4.1642
O 1.9052 0.8877 4.1310
N -0.2581 0.9766 2.7522
C -1.3673 0.3029 3.0602
S -2.3298 -0.2380 1.7523
C -1.4572 -0.1059 4.4579
C -2.1815 -1.1886 4.9661
C -1.9083 -1.6307 6.2620
C -0.9321 -0.9957 7.0510
C -0.1655 0.0576 6.5288
C -0.4446 0.4757 5.2279
H -2.8872 -1.6391 4.2705
H -2.4563 -2.4915 6.6500
H -0.7551 -1.3303 8.0797
H 0.6239 0.5503 7.1067
*
```

Properties
Kohn-Sham gap   0.2679 Eh
Relative energy (zero: lowest compared OMol25 entry of this formula, charge and spin)   0.00 kcal/mol
Total energy   -3109.2738 hartree
HOMO   -14.9201 eV
Strongest force on any atom   3.37 eV Å⁻¹

3.
ORCA calculation (ωB97M-V/def2-TZVPD) on a molecular structure, C16H25ClNO5P2SV in a non-equilibrium geometry.

Structure (ORCA input):
```
! RIJCOSX wB97M-V def2-TZVPD def2/J DEFGRID3
* xyz 3 2
C -0.6582 -0.1629 -4.9834
C -0.2896 0.1672 -3.5672
H 0.3628 -0.1945 -5.3960
H -1.2080 0.6484 -5.4657
H -1.1212 -1.1626 -5.1054
O 0.8409 0.2037 -3.1460
Cl -1.5665 0.0138 -2.4290
V -0.1860 0.1241 1.4316
P -0.0551 2.3538 0.4587
C 1.5994 3.0826 0.8378
C -0.2455 3.0959 -1.2055
H -0.3414 4.1966 -1.1663
H -1.3294 4.3406 1.1140
H -1.1322 2.6908 -1.7000
H -2.2887 2.8305 1.2331
H 2.2980 2.6655 0.0911
H 0.6279 2.7977 -1.8012
C -1.3112 3.2895 1.4248
H 1.5812 4.1842 0.7577
H -1.0913 3.2016 2.4933
H 1.9327 2.7664 1.8384
P 0.1176 -2.1622 0.0855
C 1.7597 -2.8984 0.5192
C -1.0511 -3.2761 0.9857
H -1.0128 -2.4672 -2.0633
H -0.0682 -3.9046 -1.6406
H 0.7339 -2.4380 -2.2618
C -0.0735 -2.8096 -1.6266
H -2.0461 -2.8000 0.9851
H -1.0770 -4.2616 0.4884
H 1.7249 -4.0012 0.4862
H 2.0499 -2.5495 1.5253
H -0.7120 -3.3720 2.0298
H 2.4974 -2.5164 -0.2083
C 1.6353 0.0279 1.1936
O 2.8112 -0.0285 1.0085
O 1.1257 -1.1965 3.7943
C -0.0429 -0.8209 4.0023
N -0.8157 -0.2043 3.0481
S -2.6270 -0.2639 3.3035
O -3.1898 1.0598 3.3338
O -3.1409 -1.3086 2.4379
C -2.2298 -0.8546 4.9477
C -3.1545 -1.1181 5.9636
C -2.7184 -1.5947 7.2131
C -1.3265 -1.7439 7.4435
C -0.4255 -1.4095 6.4306
C -0.8780 -1.0045 5.1679
H -4.2081 -0.9279 5.7516
H -3.4317 -1.8344 8.0102
H -0.9754 -2.1265 8.4143
H 0.6593 -1.4688 6.5198
*
```

Properties
Kohn-Sham gap (spin up / spin down)   0.1598 / 0.1849 Eh
Total energy   -3539.5258 hartree
HOMO (spin up / spin down)   -18.5005 / -18.5264 eV
Strongest force on any atom   12.15 eV Å⁻¹
<S²>   0.85